{"formula": "C5H5Br", "method": "the ωB97M-V functional and the def2-TZVPD basis", "symbols": ["C", "C", "C", "C", "C", "Br", "H", "H", "H", "H", "H"], "coordinates": [[-0.80845, 0.65166, 0.25766], [-0.04013, 1.71055, 0.06869], [-0.29753, -0.72353, 0.45095], [1.17687, -1.04662, 0.78978], [0.50901, -1.28576, -0.64267], [1.81930, 1.36473, 0.43988], [-1.89281, 0.84265, 0.34799], [-0.52504, 2.68663, -0.00086], [-1.06740, -1.40988, 0.91063], [0.42476, -2.30572, -1.11901], [0.70142, -0.48473, -1.50304]], "forces_ev_per_a": [[-0.64, -0.12, 0.42], [-0.22, -0.27, 0.85], [-1.67, -0.91, 0.69], [-1.09, -0.04, -1.80], [1.48, 1.09, -2.19], [-0.46, 0.58, -0.40], [0.56, -0.31, -0.39], [1.07, 0.00, -0.16], [1.05, 0.76, -0.15], [0.04, 1.06, 1.14], [-0.12, -1.84, 1.99]], "nbo_charge": [-0.163, -0.309, -0.474, 0.097, -0.567, 0.211, 0.230, 0.243, 0.249, 0.246, 0.238], "homo_ev": -8.56, "charge": 0, "homo_lumo_gap_ha": 0.3138, "mol_weight_da": 145.00}